1.
Density functional theory data (ωB97M-V/def2-TZVPD) for a molecular structure, C22H18BrIN3O11P2Ta in a non-equilibrium geometry.

* total charge: 0
* HOMO-LUMO gap: 8.0 eV
* LUMO level: -0.941 eV
* energy relative to the best compared isomer or geometry (same formula, charge and spin): 179.92 kJ/mol
* highest occupied orbital energy: -8.92 eV

```
59
Properties=species:S:1:pos:R:3:forces:R:3:mulliken_charge:R:1
Ta -0.14431 0.67355 0.25113 5.4597 -1.3324 -1.4026 1.68
C -0.65608 1.15862 -3.68546 0.0587 -0.0445 0.0212 -1.08
C 0.71852 0.56395 -3.61803 -0.1804 -0.0036 0.2995 0.79
N 1.48378 0.63413 -4.69316 0.0029 0.0355 -0.1273 -0.67
C 2.68921 0.07157 -4.67101 -0.0536 0.0001 0.0503 -0.83
C 3.19343 -0.61955 -3.58718 0.0272 -0.1219 0.0479 0.69
C 4.53682 -1.29090 -3.68684 -0.0348 0.1172 -0.0121 -0.90
O 4.36073 -2.69867 -3.55590 -0.0840 -0.0680 -0.0240 -0.52
C 2.41530 -0.68903 -2.42253 -0.3215 0.3283 0.1282 0.10
C 2.87087 -1.47676 -1.26906 0.1019 -0.2953 0.3325 -0.71
N 2.23424 -1.47856 -0.17461 -0.0879 0.3302 -0.2526 0.42
C 2.52074 -2.35476 0.86540 0.1582 -0.2684 0.2663 -0.27
C 3.77363 -2.52635 1.44561 -0.0780 0.0952 -0.1117 -0.23
C 3.91499 -3.34493 2.55493 0.0399 -0.0717 0.0346 -0.72
C 2.82371 -4.01910 3.08124 0.0199 -0.0032 0.0020 -0.51
C 1.57049 -3.88002 2.49824 -0.0552 0.0012 -0.0033 -0.62
C 1.43807 -3.03921 1.41574 -0.5088 0.1230 -0.3939 0.31
I -0.45211 -2.65867 0.50826 0.5823 -0.7151 0.4951 0.26
C 1.16458 -0.05585 -2.43420 0.5650 0.0539 -0.8179 0.23
O 0.36778 -0.04111 -1.35417 0.0708 -0.6762 -1.5271 -0.15
H -0.90990 1.36414 -4.72161 0.0245 -0.0297 -0.0217 0.48
H -0.68173 2.08921 -3.11892 -0.0439 -0.0088 0.0162 0.01
H -1.38939 0.47568 -3.25339 -0.0436 0.0631 0.0005 0.31
H 3.27026 0.17041 -5.58199 0.0408 -0.0539 0.0268 0.33
H 5.20459 -0.90731 -2.90598 0.0313 -0.0271 -0.0338 0.32
H 4.96775 -1.04803 -4.66121 0.0591 0.0441 0.0407 0.44
H 5.17609 -3.14615 -3.79863 0.0571 0.0315 0.0018 0.30
H 3.72417 -2.13887 -1.42740 -0.0164 0.0001 -0.0517 0.86
H 4.61836 -1.97961 1.04474 -0.0062 0.0185 0.0257 0.47
H 4.88731 -3.45230 3.01769 -0.0068 0.0111 0.0000 0.38
H 2.93618 -4.64062 3.95919 0.0196 -0.0223 -0.0194 0.38
H 0.71121 -4.40030 2.89807 0.0070 0.0167 0.0155 0.44
O -1.84058 -0.12709 2.50756 -0.7084 0.1253 -0.3559 -0.30
P -2.85926 0.26010 1.32408 -1.3242 -0.1340 2.0226 0.74
O -4.14431 -0.40647 1.40469 -0.0434 0.0197 -0.3506 -0.73
O -1.92605 0.04438 0.10141 -1.2674 -0.0830 -0.0911 -0.32
O -2.97009 1.86734 1.47535 0.2228 -0.0016 -0.3117 -0.27
P -1.85322 2.85030 0.83260 -2.3392 1.5065 -0.1695 0.95
O -2.00542 2.45861 -0.72728 -0.2503 0.3375 0.4438 -0.29
O -2.08294 4.26314 1.06651 0.1564 -0.0435 0.2857 -0.76
O -0.53726 2.17828 1.28527 -0.5981 1.6369 0.9891 -0.32
H -2.30584 -0.37275 3.32000 0.1678 0.0162 -0.0169 0.28
H -2.24450 3.26495 -1.20853 0.2278 -0.1325 -0.1431 0.32
N 1.25806 -0.33765 3.07177 0.1152 0.0319 -0.1005 -0.72
C 0.83145 -0.03032 2.04518 0.0814 -0.0900 0.1533 -0.08
Br 4.94471 1.67576 -0.55961 -0.1185 -0.0668 0.0901 -0.11
C 4.10354 3.29072 -1.07316 -0.4609 0.0974 -0.0915 0.20
C 4.94710 4.31055 -1.49083 -0.0132 -0.1357 0.0497 -0.72
C 4.42146 5.49169 -1.98308 0.0182 0.1299 -0.0645 -0.47
C 3.05062 5.66757 -2.06883 -0.0365 0.0574 -0.0298 -0.80
C 2.20856 4.66389 -1.63400 0.0209 -0.0684 0.0957 -0.43
C 2.70876 3.46642 -1.12048 0.2203 -0.1151 0.0050 0.19
C 1.67558 2.48039 -0.67613 0.5836 0.0838 -0.1225 1.13
O 1.92578 1.55802 0.14763 -0.1809 -0.1677 0.2497 -0.56
O 0.50647 2.57628 -1.13040 -0.3447 -0.5329 0.4727 -0.52
H 6.01679 4.16534 -1.43608 -0.0034 -0.0105 -0.0297 0.44
H 5.08946 6.27598 -2.31473 0.0216 -0.0154 0.0160 0.39
H 2.63569 6.57984 -2.47514 0.0241 0.0240 0.0372 0.40
H 1.13484 4.78766 -1.66735 0.0243 0.0027 -0.0387 0.42
```
Positions in Å, forces in eV/Å.

---

2.
Density functional theory data (ωB97M-V/def2-TZVPD) for 2 unconnected molecules or ions with the total composition C4H7N3 in a non-equilibrium geometry.

* total charge: 0
* HOMO-LUMO gap (alpha / beta): 6.9 / 8.1 eV
* LUMO level (alpha / beta): -0.908 / -0.081 eV
* energy relative to the best compared isomer or geometry (same formula, charge and spin): 740.06 kJ/mol
* highest occupied orbital energy (alpha / beta): -7.80 / -8.20 eV

```
14
Properties=species:S:1:pos:R:3:forces:R:3:mulliken_charge:R:1
C 0.88068 0.83369 0.34537 -0.3971 -1.1148 -0.8313 -0.32
C 0.75143 0.67395 1.72317 0.1942 0.9431 1.6677 0.76
C -1.33948 -0.90833 -1.04527 -0.4543 -1.1206 -0.1475 -0.74
C -0.07900 -0.43505 -1.56364 0.4641 1.9902 2.7835 -0.72
N 1.89392 1.32622 0.94584 -0.7302 -0.5328 -0.0913 -0.45
N 0.28511 0.50876 2.87535 -1.0643 -1.4140 -3.0620 -0.25
N 0.85869 0.79630 4.03368 2.4270 0.0174 3.1061 -0.48
H -1.74074 -1.38204 -1.96055 -0.8713 0.0349 0.5018 0.29
H -2.01584 -0.33204 -0.44623 -0.4821 0.9481 -0.5117 0.32
H -1.06060 -1.70732 -0.37710 -0.2617 -0.6283 0.1811 0.28
H 0.16058 0.48119 -2.00870 0.0756 0.7362 -1.2016 0.44
H 0.58462 -1.19796 -1.34980 2.2640 -0.8885 -0.7092 0.37
H 1.88240 1.03952 3.98775 -1.3003 -0.3959 -0.0244 0.23
H 0.70299 0.04436 4.77272 0.1363 1.4250 -1.6611 0.25
```
Positions in Å, forces in eV/Å.

---

3.
Density functional theory data (ωB97M-V/def2-TZVPD) for a single Cl4HNO2P2 molecule in a non-equilibrium geometry.

* total charge: 0
* HOMO-LUMO gap: 10.1 eV
* SMILES: N=P(Cl)(Cl)OP(=O)(Cl)Cl
* LUMO level: -0.325 eV
* energy relative to the best compared isomer or geometry (same formula, charge and spin): 52.76 kJ/mol
* highest occupied orbital energy: -10.40 eV

```
10
Properties=species:S:1:pos:R:3:forces:R:3:mulliken_charge:R:1
N 0.27742 -0.00766 -1.86025 0.3391 0.8534 2.8875 -0.55
P 0.92612 0.61190 -0.57391 -0.4086 -1.8273 -0.1062 0.78
Cl 0.93908 2.64489 -0.21670 -0.2759 -1.0124 -0.0583 -0.18
Cl 2.88702 0.17925 -0.11603 -0.6275 0.3013 -0.3582 -0.19
O 0.26885 -0.11861 0.71165 -1.1513 0.1374 -0.7183 -0.23
P -1.16986 -0.95507 1.06393 1.4452 3.3761 -1.8365 0.89
O -0.95414 -2.34491 1.27507 -0.1550 -1.9584 -0.2965 -0.47
Cl -1.47120 0.04614 2.69951 -0.8719 0.5512 1.0541 -0.13
Cl -2.52606 -0.24431 -0.33436 0.9816 -0.7825 1.2481 -0.15
H 0.82277 0.18838 -2.64892 0.7244 0.3614 -1.8156 0.23
```
Positions in Å, forces in eV/Å.

---

4.
Density functional theory data (ωB97M-V/def2-TZVPD) for a molecular structure, C38H54AsBeF6N8O3 in a non-equilibrium geometry.

* total charge: 0
* spin multiplicity: 2
* HOMO-LUMO gap (alpha / beta): 7.8 / 7.5 eV
* LUMO level (alpha / beta): -0.195 / -1.697 eV
* highest occupied orbital energy (alpha / beta): -8.04 / -9.25 eV

```
111
Properties=species:S:1:pos:R:3:forces:R:3:lowdin_spin:R:1
Be -2.75783 1.72458 1.06070 0.9387 0.4221 -0.8451 0.67
As -0.04205 -0.19333 0.02869 -0.1081 -0.6163 -0.4578 0.01
F 0.54372 -0.83892 -1.50296 -0.4869 0.4097 1.1092 0.00
F -1.54051 0.37642 -0.72791 0.8721 -0.0114 0.0837 0.03
F -0.71280 0.50409 1.50898 -0.1040 0.2384 -0.0627 0.07
F 1.41153 -0.65172 0.86624 -0.6547 0.1110 -0.3913 0.00
F 0.69331 1.41113 -0.36048 -0.5411 -1.3697 0.1991 0.00
F -0.84848 -1.75223 0.46818 0.9888 1.6456 -0.6605 0.00
N -1.08514 3.71919 1.91524 2.6990 0.7097 1.2985 0.06
C 0.31981 3.57667 1.85693 -1.5193 0.7652 -1.0091 0.00
C 1.23830 4.55149 2.26317 -1.0811 0.2506 1.6491 0.00
C 0.76157 5.69063 2.96804 -0.1930 -1.6620 -1.2566 0.00
C -0.60837 5.80414 3.11351 0.4009 0.2631 -0.2222 0.00
C -1.46495 4.81675 2.59933 0.0645 -0.5246 -0.1299 0.01
H 0.61166 2.70189 1.29481 0.2938 -0.0381 0.2716 0.00
H 2.31405 4.46073 2.29359 -0.0169 -0.6094 -0.7409 0.00
H 1.50650 6.37927 3.33851 -0.3121 0.3106 0.1110 0.00
H -0.97531 6.71113 3.57082 -0.4875 -0.2128 0.2226 0.00
H -2.52057 4.87175 2.82079 -0.2256 0.2436 -0.2449 0.00
N -2.52921 3.27803 -1.01524 -0.3239 0.1928 0.6752 0.06
C -1.34166 3.79473 -1.35281 -1.0391 -0.1009 -1.3781 0.00
C -1.25541 4.66834 -2.44530 0.0046 -0.1663 0.2967 0.00
C -2.38589 5.10044 -3.14940 0.6726 -0.4033 1.7926 0.00
C -3.64015 4.66304 -2.66588 1.4686 0.8359 -0.9814 0.00
C -3.63946 3.75474 -1.62939 0.3457 -0.7774 0.1491 0.01
H -0.44128 3.41703 -0.89122 -0.1210 -0.0132 0.3289 0.00
H -0.25661 4.98567 -2.70629 -0.0092 0.2264 -0.2461 0.00
H -2.18054 5.83884 -3.91032 -0.6565 -0.1048 -0.3320 0.00
H -4.51552 5.07827 -3.14309 -0.3402 -0.3900 0.2367 0.00
H -4.56549 3.29199 -1.32166 -0.1365 0.1033 0.2260 0.00
N -4.28752 -5.31276 0.66395 0.3043 -1.2361 0.3672 0.00
C -3.47473 -4.30315 0.29777 -2.3049 -0.3873 -0.5175 0.00
C -2.97126 -4.24928 -0.96966 0.3596 -0.2514 0.3435 0.00
C -3.12138 -5.38524 -1.76529 2.3853 3.2713 -1.9789 0.00
C -3.74374 -6.47333 -1.34945 -1.2175 -2.0818 0.4754 0.00
C -4.36794 -6.41045 -0.12859 0.6779 1.1620 1.4129 0.00
H -3.45815 -3.38785 0.87080 0.1033 -0.2438 0.7043 0.00
H -2.47830 -3.30997 -1.17234 0.3904 -0.2254 -0.8472 0.00
H -2.65317 -5.34068 -2.73750 -0.0133 -0.1920 -0.2860 0.00
H -3.79202 -7.37687 -1.93908 -0.0106 -0.0223 -0.1019 0.00
H -4.80051 -7.32587 0.24729 -0.6602 0.2796 0.3736 0.00
C -0.51759 0.07491 -4.19268 -1.7415 -0.9644 -0.1057 0.00
C -0.92487 1.59338 -4.18729 2.0610 -2.0320 0.9463 0.00
O -1.06817 1.91124 -5.55494 0.2405 -1.5596 -1.1024 0.00
C -1.03029 0.69264 -6.32252 -1.4969 -0.2058 2.0120 0.00
O -1.22378 0.58039 -7.47684 0.4215 0.7670 -0.4071 0.00
O -0.98970 -0.38773 -5.46848 0.6717 1.6541 -0.9136 0.00
H -1.08486 -0.55179 -3.50454 0.1640 0.4267 0.4562 0.00
H 0.52323 -0.23617 -4.10304 0.1599 0.7661 0.0817 0.00
H -0.02712 2.00880 -3.72950 -0.1889 1.0222 -0.2633 0.00
H -1.76643 1.79356 -3.52411 -0.3511 0.0940 -0.5802 0.00
C 4.30012 -3.00151 0.73032 0.3884 -0.0152 -0.4485 0.00
C 3.85582 -4.13314 1.58411 -0.6806 -1.2428 1.3488 0.00
C 5.02816 -4.98601 2.10503 0.0405 0.5338 -1.1580 0.00
C 5.91590 -4.12550 2.88364 2.7089 1.9610 2.9793 0.00
N 6.62464 -3.42644 3.53129 -2.6551 -2.5012 -2.4701 0.00
H 3.57235 -2.19008 0.72331 0.2616 0.0826 -0.0646 0.00
H 4.46182 -3.36883 -0.28311 -0.0238 0.2105 -0.1625 0.00
H 5.27682 -2.71340 1.11911 -0.1061 0.7660 -0.1883 0.00
H 3.18249 -4.82691 1.08069 -0.1823 0.1430 -0.1026 0.00
H 3.35227 -3.79562 2.48998 -0.3337 0.2373 -0.0849 0.00
H 5.58249 -5.26910 1.21022 0.2734 -0.3693 0.0476 0.00
H 4.68704 -5.89464 2.60114 0.2341 0.2411 0.3124 0.00
C 4.53190 1.75121 -3.02260 1.4286 -0.5392 -1.1591 0.00
C 3.24512 2.47682 -2.78183 0.2719 0.8695 1.4986 0.00
C 3.41239 4.05839 -2.67044 -1.0623 -0.7755 1.2844 0.00
C 3.47901 4.53920 -1.21642 0.2073 -0.9979 -2.1841 0.00
N 3.55055 4.80769 -0.10587 -0.0369 0.2193 0.3687 0.00
H 5.32608 2.44891 -3.28827 0.0574 0.0194 -0.2952 0.00
H 4.39095 1.07676 -3.86721 0.2492 0.0059 -0.1532 0.00
H 5.00501 1.12305 -2.26784 -0.6552 0.1919 0.5831 0.00
H 2.87410 2.11860 -1.82156 -0.5815 0.1449 -0.1178 0.00
H 2.52728 2.21400 -3.55883 -0.0406 0.3461 0.0740 0.00
H 2.47449 4.43036 -3.08285 0.1786 0.5462 0.0108 0.00
H 4.25353 4.45375 -3.23987 -0.0656 -0.0791 0.1045 0.00
C 3.80988 1.08901 2.97473 2.3215 0.3076 -0.0504 0.00
C 2.58621 0.67869 3.68275 -1.0638 1.5080 -0.3857 0.00
C 2.71416 -0.15788 4.94580 -0.6758 -0.6850 -1.1525 0.00
C 3.42057 0.32194 6.10410 -1.9363 -0.9068 -3.7658 0.00
N 3.97193 0.73016 6.98072 2.3876 1.6918 3.9402 0.00
H 4.36681 1.84478 3.52858 0.1510 -0.0699 0.3791 0.00
H 3.69986 1.57615 2.00587 -0.5844 -0.3734 -0.1552 0.00
H 4.48464 0.23972 2.86751 0.1944 -0.0566 -0.2864 0.00
H 1.96748 0.17306 2.94139 -0.2557 -0.4004 0.4769 0.00
H 2.08105 1.62208 3.88992 -0.5269 -0.0634 0.3427 0.00
H 3.19337 -1.07761 4.61029 -0.1197 -0.3749 0.3502 0.00
H 1.67738 -0.34369 5.22626 0.1600 -0.4039 0.2750 0.00
C 0.46852 -2.81396 5.18843 -0.4363 0.4320 -1.3082 0.00
C 0.27810 -2.74222 3.59323 1.8484 0.5379 1.0201 0.00
C -0.26508 -3.92760 2.81545 1.3299 -0.8137 0.5495 0.00
C -1.57839 -4.23879 3.22399 -2.8130 -0.0200 0.0844 0.00
N -2.65599 -4.48451 3.54859 0.4525 0.0605 0.0645 0.00
H 0.30668 -3.78935 5.64726 -0.7068 0.1737 -0.0681 0.00
H -0.13486 -1.97962 5.54609 -0.4174 -0.6339 0.6984 0.00
H 1.47391 -2.54510 5.51245 0.1848 -0.1028 -0.5234 0.00
H 1.30719 -2.53935 3.29671 -0.0202 -0.1319 -0.7510 0.00
H -0.26321 -1.84095 3.30549 -0.2085 -0.0923 0.1861 0.00
H 0.20699 -4.86696 3.10330 0.9320 0.0147 0.0303 0.00
H -0.16135 -3.89260 1.73097 -0.1656 0.5122 0.0483 0.00
C -5.09566 0.71021 -3.63539 -0.5497 1.0438 1.2789 0.00
C -5.81674 -0.57344 -3.17591 1.2614 0.0337 -0.7107 0.00
C -4.87380 -1.54815 -2.51008 1.5531 0.0431 0.1150 0.00
C -4.26532 -0.98409 -1.29218 -0.5217 0.2428 0.9234 0.00
N -3.91727 -0.45108 -0.32848 -0.3438 -0.3183 -0.6512 0.06
H -5.87589 1.32720 -4.08110 0.4015 0.1325 -0.5655 0.00
H -4.15432 0.70776 -4.18490 -0.4343 -0.9602 -0.8500 0.00
H -4.72917 1.32485 -2.81320 -0.4106 -0.1005 0.7339 0.00
H -6.04477 -1.09262 -4.10679 -0.9832 0.0430 0.1522 0.00
H -6.65531 -0.35276 -2.51544 -0.1962 0.0306 -0.4729 0.00
H -4.04485 -1.64048 -3.21182 0.2541 -0.2714 -0.0772 0.00
H -5.22797 -2.56893 -2.36626 -0.2858 0.2037 0.3415 0.00
```
Positions in Å, forces in eV/Å.